Density functional theory data (ωB97M-V/def2-TZVPD) for an isolated molecule of C22H28N4O4S at a distorted geometry.

Results
Multiplicity: 1
Orbital gap (eV): 7.7
F_max (Eh/bohr): 0.0249
Structure (SMILES): CCN(CC)S(=O)(=O)c1cccc(C(=O)N/N=C/c2ccc(N3CCOCC3)cc2)c1
Relative energy (zero: lowest compared OMol25 entry of this formula, charge and spin) (kJ/mol): 352.5

Geometry as XYZ:
```
59
Properties=species:S:1:pos:R:3:lowdin_charge:R:1
C -1.001 -4.131 3.555 -0.0707
C -1.465 -2.740 3.139 -0.2501
N -0.595 -2.175 2.130 -0.2609
C 0.191 -1.006 2.434 -0.2659
C 1.375 -1.338 3.338 -0.0670
S -1.061 -2.470 0.571 0.6728
O -0.098 -1.851 -0.296 -0.2855
O -1.294 -3.877 0.430 -0.2754
C -2.641 -1.628 0.376 -0.2530
C -3.769 -2.350 0.039 -0.0469
C -4.974 -1.682 -0.120 -0.0476
C -5.027 -0.310 0.045 -0.0006
C -3.881 0.418 0.368 -0.1073
C -4.043 1.891 0.528 -0.4187
O -5.115 2.401 0.802 0.0649
N -2.954 2.692 0.344 0.0574
N -1.729 2.270 -0.001 0.0317
C -0.776 3.104 -0.146 -0.0887
C 0.549 2.651 -0.476 -0.2224
C 0.816 1.301 -0.732 -0.0254
C 2.088 0.865 -1.008 -0.0066
C 3.171 1.758 -1.058 -0.2144
N 4.468 1.340 -1.265 -0.0972
C 4.806 -0.066 -1.364 -0.1342
C 4.776 -0.527 -2.826 -0.1812
O 5.664 0.248 -3.604 -0.1309
C 5.351 1.618 -3.522 -0.1846
C 5.389 2.119 -2.069 -0.1299
C 2.896 3.114 -0.808 -0.0202
C 1.622 3.546 -0.527 -0.0407
C -2.680 -0.260 0.554 -0.0040
H -1.684 -4.551 4.290 0.0746
H -0.978 -4.771 2.678 0.0630
H -0.003 -4.087 3.983 0.0694
H -2.480 -2.806 2.728 0.1120
H -1.493 -2.067 4.001 0.1252
H 0.560 -0.634 1.477 0.0907
H -0.430 -0.229 2.904 0.1225
H 1.975 -2.121 2.884 0.0811
H 1.991 -0.453 3.474 0.0746
H 1.034 -1.679 4.313 0.0676
H -3.682 -3.417 -0.092 0.1136
H -5.867 -2.231 -0.375 0.1093
H -5.956 0.228 -0.075 0.1209
H -3.133 3.696 0.453 0.1628
H -0.924 4.182 -0.001 0.1274
H 0.009 0.587 -0.730 0.0889
H 2.217 -0.186 -1.205 0.1000
H 4.140 -0.666 -0.747 0.1178
H 5.828 -0.179 -0.984 0.1305
H 5.113 -1.561 -2.919 0.1276
H 3.754 -0.438 -3.222 0.1267
H 6.093 2.137 -4.131 0.1262
H 4.346 1.801 -3.937 0.1315
H 5.136 3.177 -2.047 0.1088
H 6.398 1.985 -1.667 0.1303
H 3.698 3.836 -0.806 0.1022
H 1.451 4.595 -0.328 0.1097
H -1.781 0.267 0.818 0.0883
```